Here is one molecule with the formula C11H11N2PS at a distorted geometry from OMol25. Energies are from the ωB97M-V functional and the def2-TZVPD basis.

XYZ file:
```
26
Properties=species:S:1:pos:R:3:forces:R:3:mulliken_charge:R:1
C -3.123623 -0.875847 -1.412746 1.8303 0.9152 0.2096 -0.3599
C 3.697021 -0.135203 -1.033796 -1.4194 0.2539 -0.3782 -0.4995
C -3.736984 -1.255645 -0.204589 -1.0756 -0.6187 -0.9595 -0.5399
C 3.762126 -1.202413 -0.217258 -1.3115 -1.5496 1.7960 -0.4172
C -1.919081 -0.236391 -1.370966 -0.8247 -0.1143 -1.5949 -0.3242
C 2.556724 0.632734 -1.027799 -1.4857 2.2601 -0.4302 -0.1681
C -3.132712 -0.907123 1.053096 3.1025 2.3662 -0.7294 -0.1152
C 2.688231 -1.481520 0.684758 1.1210 3.2846 -2.5855 -0.3865
C -1.325587 0.091290 -0.074495 0.3990 0.7077 1.3191 0.1410
C 1.588081 0.376163 -0.053123 -0.1516 0.1014 -0.7766 0.1604
C -0.236615 1.949675 1.897072 1.5305 -3.3122 -0.8314 -1.2187
N -2.020817 -0.159559 1.120422 -2.5776 -2.2664 0.6371 -0.3236
N 1.655933 -0.675117 0.770714 -0.6334 0.7996 -0.0146 -0.4415
P -0.006341 1.313712 0.079221 -0.1491 -0.5804 2.0523 0.7163
S -0.249832 2.719203 -1.221374 0.0522 0.4017 -0.5631 -0.4412
H -3.556900 -1.004712 -2.367432 -0.6672 -0.3927 -0.6933 0.4270
H 4.377184 0.019057 -1.803224 1.4849 0.2654 -1.0179 0.4526
H -4.743810 -1.652522 -0.238088 0.0951 -0.1103 0.2127 0.3524
H 4.552053 -1.888026 -0.326576 0.9826 -0.7411 0.1856 0.3968
H -1.441906 0.142592 -2.293540 -0.2667 -0.3458 0.6870 0.2848
H 2.388787 1.475144 -1.792328 0.2740 -1.3343 1.4249 0.2205
H -3.683298 -1.207921 1.915054 0.1541 0.1478 0.9735 0.3916
H 2.625330 -2.176107 1.407408 0.5754 -3.0451 1.9738 0.5404
H 0.710031 2.335138 2.241368 0.3707 0.3058 -0.0669 0.4027
H -0.902513 2.729013 1.683466 -1.3564 0.9635 0.4084 0.4013
H -0.521475 1.074380 2.584756 -0.0532 1.6379 -1.2383 0.3476
```
Positions in Å, forces in eV/Å.

Calculated values
Multiplicity: 3
Maximum force (eV/Å): 4.328
HOMO-LUMO gap (spin up / spin down) (eV): 6.3 / 5.5

=====

Here is C11H11N6O6P as an isolated structure at a distorted geometry from OMol25. Energies are from the ωB97M-V functional and the def2-TZVPD basis.

XYZ file:
```
35
Properties=species:S:1:pos:R:3:forces:R:3:mulliken_charge:R:1
O 4.472083 -0.213284 -2.187797 -0.9114 0.7822 0.6496 -0.7110
N 0.841879 -0.162341 3.280899 -0.1822 -0.2249 0.2462 -0.1006
N 0.558854 -0.989841 4.219740 0.0867 0.4427 -0.4949 -1.1751
N -2.456100 -2.577863 3.173963 0.6775 -0.4868 1.3100 -0.7319
N -1.734017 -0.466360 0.798667 0.6104 0.0033 1.0958 -0.6908
O -0.833361 3.390033 -1.913897 0.0714 0.3638 0.2702 -0.5270
O 0.807384 2.977484 0.320549 0.3116 -1.1792 -0.0041 -0.4557
O 2.409689 -1.060348 -3.034270 -2.1767 -1.0703 -0.6430 -0.4938
O 2.438239 -0.189070 -0.563754 -0.4650 1.2782 -1.5145 -0.4010
O 2.599973 1.562894 -2.581994 -0.4856 -2.0769 1.3643 -0.4567
C -1.463426 -1.718067 3.083205 -1.0878 0.8998 -2.8590 -0.1314
C -0.959044 0.447713 0.288131 0.4890 0.6411 -0.5930 0.0181
C -2.187118 -3.236617 4.392605 0.9991 1.5753 -0.6842 -0.4702
C -1.125754 -0.759651 2.021537 -0.8621 -1.1006 0.1553 0.9449
C -1.060948 -2.705509 4.971388 -0.2119 -0.9616 0.6288 -0.2703
C 0.022843 -0.025661 2.178874 -0.5780 -1.4672 2.0768 0.6488
N -0.581859 -1.750769 4.123173 0.4575 0.8813 -0.6444 0.6419
N 0.139174 0.782759 1.097792 0.2465 0.9170 -0.9437 -0.0205
C 2.236353 1.194223 -0.249279 -0.4607 0.5956 0.9321 0.0361
C 0.472550 4.004048 -1.910038 -1.4853 0.5318 1.6015 -0.8141
C 1.676547 1.819296 -1.524539 -0.8172 0.4920 1.6438 0.0964
C 1.271942 1.698537 0.866057 -0.9610 -0.4240 -1.4409 -0.3550
C 1.367905 3.195640 -0.987286 1.7391 1.0539 -0.8130 0.3030
P 3.007596 0.012619 -2.114294 5.2011 0.2991 0.3072 0.8084
H -1.276909 3.577143 -1.056516 0.6168 -0.0912 -0.8128 0.3530
H 3.016601 -1.811484 -2.897677 -0.2067 0.0177 -0.4766 0.3552
H -1.147074 0.918578 -0.700876 0.3273 -0.2548 1.0077 0.4135
H -2.746889 -4.033052 4.841880 -0.4496 -0.0788 -0.3135 0.4292
H -0.576052 -2.978803 5.883815 0.2578 0.0924 0.1865 0.4503
H 3.179860 1.645779 0.082103 0.2499 -0.0696 -0.6977 0.3990
H 0.877813 3.992379 -2.905701 0.0835 -0.2634 -0.4908 0.3936
H 0.374831 5.084648 -1.625743 0.2532 -0.8969 0.0277 0.3282
H 0.738731 1.338484 -1.778235 -0.3897 -0.1795 0.0253 0.2842
H 1.797065 1.863667 1.809723 -0.3432 -0.1236 -0.0686 0.6084
H 2.361836 3.693992 -0.881008 -0.6042 0.0822 -0.0340 0.2928
```
Positions in Å, forces in eV/Å.

Calculated values
Maximum force (eV/Å): 5.219
HOMO-LUMO gap (eV): 8.4

=====

Here is one molecule with the formula C11H11NO2S at a distorted geometry from OMol25. Energies are from the ωB97M-V functional and the def2-TZVPD basis.

XYZ file:
```
26
Properties=species:S:1:pos:R:3:forces:R:3:mulliken_charge:R:1
O 0.204117 -2.127336 -0.544825 -0.9339 0.5525 -0.3287 -0.6567
C -0.330266 -1.113067 -0.128169 1.4711 0.0471 1.8152 0.5621
C -1.703352 -0.578387 -0.159978 -0.4683 1.0890 -0.0684 -0.1594
C -2.933200 -1.081760 -0.610556 0.8660 -0.1884 0.2512 -0.4570
C -4.055610 -0.278794 -0.675563 3.0983 1.4161 1.5138 -0.6938
C -4.020712 1.048727 -0.212643 -0.2081 0.2887 0.0578 -0.3873
C -2.860443 1.503465 0.377207 -0.9335 2.8845 -0.4826 -0.5944
C -1.737554 0.729950 0.339916 0.7481 -0.8293 0.6207 0.6429
S -0.289631 1.178794 1.139344 -0.2994 2.0779 0.3134 -0.1676
N 0.452295 -0.181148 0.668977 3.5893 -2.6746 -1.9377 0.0638
C 2.097919 -0.118327 0.298723 -4.8519 -1.3574 -0.4872 0.9579
C 2.219636 0.081426 -1.231195 0.0935 0.7012 2.8714 -0.8606
O 2.669505 1.317883 -1.640918 0.5724 1.5138 -0.2220 -0.5420
C 2.964115 0.327877 1.361294 -1.1326 -0.1454 2.9025 -0.4626
C 2.909239 -1.123732 1.064381 -2.6230 -0.4878 0.6324 -0.8530
H -2.945804 -2.140325 -0.788817 -0.3465 -0.2865 -0.6101 0.4093
H -4.904419 -0.677597 -1.002338 -3.4848 -1.5394 -1.3798 0.5301
H -4.883704 1.748456 -0.282367 0.6287 -0.8800 -0.0081 0.3373
H -2.761616 2.608276 0.660922 -0.2718 -1.8033 -0.0671 0.2436
H 1.238144 -0.039898 -1.573162 -1.1762 -0.1944 -0.9584 0.3244
H 2.816666 -0.698250 -1.560703 1.2834 -1.5701 -1.0306 0.4257
H 3.390238 1.650515 -1.084794 -0.2794 -0.3062 -0.2297 0.3331
H 2.601454 0.568596 2.388590 0.1091 0.4129 -1.2523 0.2525
H 3.780726 0.846984 0.997989 1.8355 1.0336 -0.1422 0.2547
H 3.696105 -1.520466 0.571850 2.4430 -1.1388 -1.7869 0.3038
H 2.386155 -1.931870 1.626829 0.2707 1.3843 0.0136 0.1930
```
Positions in Å, forces in eV/Å.

Calculated values
Structure (SMILES): O=c1c2ccccc2sn1C1(CO)CC1
Maximum force (eV/Å): 5.062
HOMO-LUMO gap (eV): 8.2